Formula: C4H9N3
Source: the OMol25 dataset
Level of theory: ωB97M-V with the def2-TZVPD basis set

Structure (XYZ):
```
16
Properties=species:S:1:pos:R:3:mulliken_charge:R:1
C 2.16 -1.21 0.12 -0.8227
C 1.88 1.27 -0.19 -0.8041
C -0.09 -0.21 0.09 0.2378
C -2.26 0.39 0.18 0.0281
H 3.16 -1.34 -0.59 0.2288
H 1.60 -2.10 0.06 0.3671
H 2.58 -1.17 1.21 0.3071
H 1.23 2.24 -0.07 0.2686
H 2.47 1.28 0.72 0.3126
H 2.54 1.32 -1.17 0.2632
H -0.45 -1.29 0.39 0.1992
H -3.08 1.02 0.73 0.3046
H -3.68 -0.76 -0.31 0.2274
N 1.21 -0.11 -0.15 0.0646
N -0.94 0.77 0.20 -0.5592
N -2.63 -0.74 -0.37 -0.6232
```

Energy above the lowest of the compared OMol25 structures with the same formula, charge and spin (eV): 2.3264
SMILES string: [H]/N=C/N=C/N(C)C
Energy (eV): -8762.199
LUMO level (eV): 0.8